C16H26N2O2 | the ωB97M-V functional and the def2-TZVPD basis

## Properties
SMILES string	CC(C)=CCN1CCN(Cc2ccoc2)C[C@@H]1CCO
HOMO-LUMO gap	8.96	eV
HOMO level	-8.16	eV

Last column: natural (NBO) charge in e.
Element x y z (Å)
C1 3.313 -2.949 1.421  -0.654
C2 2.529 -2.492 2.618  0.038
C3 2.246 -3.572 3.621  -0.631
C4 2.128 -1.243 2.822  -0.217
C5 2.353 -0.053 1.939  -0.253
N1 1.104 0.678 1.781  -0.451
C6 1.253 2.018 1.251  -0.218
C7 1.452 2.067 -0.268  -0.239
N2 0.344 1.385 -0.909  -0.446
C8 0.374 1.506 -2.355  -0.227
C9 -0.897 1.018 -2.970  -0.124
C10 -1.030 0.284 -4.180  -0.311
C11 -2.362 0.071 -4.348  0.092
O1 -3.058 0.612 -3.336  -0.391
C12 -2.170 1.185 -2.507  0.084
C13 0.314 0.001 -0.476  -0.248
C14 0.090 -0.066 1.042  -0.042
C15 -1.303 0.459 1.410  -0.447
C16 -2.402 -0.580 1.189  -0.052
O2 -3.682 -0.080 1.502  -0.715
H1 3.126 -4.004 1.229  0.213
H2 3.053 -2.386 0.528  0.215
H3 4.381 -2.824 1.600  0.221
H4 1.619 -4.344 3.176  0.211
H5 3.177 -4.044 3.936  0.211
H6 1.741 -3.176 4.497  0.214
H7 1.568 -1.006 3.716  0.202
H8 2.808 -0.350 0.983  0.169
H9 3.056 0.621 2.442  0.208
H10 0.344 2.573 1.496  0.200
H11 2.095 2.503 1.751  0.201
H12 2.424 1.609 -0.539  0.158
H13 1.465 3.109 -0.597  0.204
H14 1.225 0.956 -2.799  0.169
H15 0.506 2.568 -2.594  0.211
H16 -0.238 -0.033 -4.827  0.225
H17 -2.916 -0.433 -5.114  0.202
H18 -2.549 1.662 -1.627  0.212
H19 1.256 -0.520 -0.737  0.163
H20 -0.501 -0.510 -0.990  0.217
H21 0.166 -1.112 1.364  0.215
H22 -1.525 1.342 0.810  0.219
H23 -1.289 0.746 2.465  0.208
H24 -2.188 -1.481 1.784  0.151
H25 -2.458 -0.867 0.138  0.175
H26 -3.671 0.242 2.410  0.461

---

C16H26N2O2Si | the ωB97M-V functional and the def2-TZVPD basis

## Properties
SMILES string	C[Si](C)(C)OCCc1cccc2nccnc12.CC(C)O
HOMO-LUMO gap	8.69	eV
HOMO level	-8.87	eV

Last column: natural (NBO) charge in e.
Element x y z (Å)
C1 2.388 -0.278 -1.048  -1.152
Si1 3.419 1.223 -0.593  1.892
C2 5.132 1.065 -1.365  -1.139
C3 3.629 1.211 1.273  -1.129
O1 2.694 2.683 -0.935  -0.888
C4 2.045 2.865 -2.187  -0.049
C5 0.611 3.302 -1.922  -0.446
C6 -0.151 2.274 -1.129  -0.006
C7 -0.369 2.429 0.217  -0.192
C8 -1.045 1.427 0.947  -0.192
C9 -1.495 0.304 0.317  -0.197
C10 -1.289 0.108 -1.062  0.091
N1 -1.739 -1.041 -1.646  -0.356
C11 -1.486 -1.140 -2.919  0.004
C12 -0.823 -0.148 -3.658  0.003
N2 -0.390 0.960 -3.128  -0.392
C13 -0.613 1.103 -1.791  0.162
H1 2.012 -0.264 -2.066  0.235
H2 3.059 -1.134 -0.987  0.238
H3 1.586 -0.466 -0.342  0.244
H4 5.846 1.438 -0.637  0.238
H5 5.251 1.573 -2.314  0.239
H6 5.339 0.004 -1.470  0.233
H7 4.224 0.372 1.613  0.235
H8 2.631 1.151 1.701  0.236
H9 4.060 2.162 1.576  0.238
H10 2.539 3.674 -2.723  0.177
H11 2.083 1.988 -2.829  0.176
H12 0.692 4.187 -1.299  0.213
H13 0.091 3.550 -2.840  0.231
H14 -0.009 3.305 0.726  0.218
H15 -1.202 1.549 2.004  0.221
H16 -2.018 -0.435 0.886  0.224
H17 -1.816 -2.031 -3.433  0.193
H18 -0.664 -0.299 -4.715  0.194
C14 -2.946 -4.309 3.127  -0.630
C15 -3.383 -2.895 3.476  0.096
C16 -4.887 -2.720 3.328  -0.630
O2 -2.691 -1.947 2.663  -0.723
H19 -3.191 -4.538 2.086  0.199
H20 -1.867 -4.414 3.240  0.219
H21 -3.437 -5.044 3.766  0.210
H22 -3.091 -2.667 4.501  0.174
H23 -5.191 -2.901 2.293  0.199
H24 -5.181 -1.701 3.583  0.218
H25 -5.432 -3.411 3.972  0.211
H26 -2.927 -2.125 1.745  0.459

---

C16H26N6NiO6 | the ωB97M-V functional and the def2-TZVPD basis

## Properties
multiplicity	3
HOMO-LUMO gap (spin up / spin down)	5.31 / 7.91	eV
HOMO level (spin up / spin down)	-5.62 / -8.47	eV

Last column: Löwdin spin population.
Element x y z (Å)
O1 3.437 -1.751 -1.294  0.002
H1 4.312 -2.165 -1.241  0.000
Ni1 0.499 -0.835 -0.017  -0.017
N1 -1.128 -1.423 -0.747  0.397
N2 0.885 -0.381 -1.820  0.407
N3 -0.046 -0.950 1.789  0.010
N4 1.985 -0.025 0.786  0.011
O2 -2.143 -1.908 -0.104  0.346
O3 -1.236 -1.408 2.208  -0.002
O4 2.923 0.663 0.107  -0.001
O5 1.881 0.319 -2.241  0.398
C1 -0.089 -0.732 -2.710  0.179
C2 -1.261 -1.229 -2.086  0.132
C3 0.760 -0.390 2.709  0.020
C4 1.976 0.093 2.128  0.017
C5 -2.543 -1.588 -2.736  0.014
H2 -3.374 -0.947 -2.409  0.004
H3 -2.819 -2.622 -2.491  0.005
H4 -2.465 -1.507 -3.823  0.000
C6 0.118 -0.499 -4.158  0.023
H5 1.094 -0.889 -4.472  0.004
H6 0.086 0.575 -4.386  0.009
H7 -0.654 -1.004 -4.748  0.000
C7 0.382 -0.272 4.141  0.003
C8 3.063 0.715 2.925  0.003
H8 -0.472 -0.912 4.382  0.000
H9 0.118 0.761 4.410  0.001
H10 1.226 -0.561 4.777  0.001
H11 3.904 0.990 2.285  0.000
H12 3.412 0.022 3.702  0.001
H13 2.688 1.609 3.446  0.001
H14 -1.673 -1.678 1.277  -0.001
H15 2.670 0.488 -0.896  -0.002
C9 2.473 -2.693 -0.743  0.008
H16 1.598 -2.686 -1.401  0.003
H17 2.191 -2.405 0.280  0.002
H18 2.929 -3.700 -0.747  0.002
O6 0.300 -5.732 0.975  0.000
H19 0.461 -5.193 1.775  0.000
H20 -0.321 -5.206 0.441  0.000
N5 0.000 3.791 -0.523  0.001
C10 0.587 2.563 -0.521  0.002
N6 -0.276 1.628 -0.144  0.015
C11 -1.487 2.248 0.081  0.001
C12 -2.726 1.738 0.466  0.000
C13 -3.785 2.630 0.640  0.000
C14 -3.614 4.012 0.430  0.000
C15 -2.373 4.539 0.032  0.000
C16 -1.334 3.635 -0.151  0.000
H21 0.471 4.655 -0.765  0.000
H22 1.616 2.422 -0.835  0.001
H23 -2.810 0.662 0.608  0.000
H24 -4.761 2.254 0.948  0.000
H25 -4.464 4.678 0.586  0.000
H26 -2.190 5.601 -0.125  0.000

---

C16H26N6O5OsS2 | the ωB97M-V functional and the def2-TZVPD basis

## Properties
multiplicity	5
charge	+2
HOMO-LUMO gap (spin up / spin down)	9.45 / 5.31	eV
HOMO level (spin up / spin down)	-14.66 / -14.63	eV

Last column: Löwdin spin population.
Element x y z (Å)
Os1 1.319 0.301 -0.341  2.458
N1 1.961 -1.648 -1.055  0.014
C1 3.377 -2.046 -0.830  0.002
C2 3.772 -1.751 0.602  0.006
N2 3.456 -0.360 0.972  0.115
C3 4.495 0.644 0.705  0.006
C4 4.402 1.108 -0.735  0.007
N3 2.998 1.494 -1.023  0.021
H1 1.354 -2.304 -0.564  0.004
H2 1.739 -1.758 -2.042  0.008
H3 3.992 -1.501 -1.539  0.000
H4 3.509 -3.108 -1.033  -0.001
H5 4.833 -1.977 0.737  0.002
H6 3.210 -2.408 1.269  0.000
H7 3.232 -0.335 1.958  0.003
H8 5.497 0.260 0.909  0.003
H9 4.317 1.489 1.371  0.000
H10 4.693 0.321 -1.425  0.000
H11 5.072 1.949 -0.904  0.000
H12 2.857 1.618 -2.024  0.005
H13 2.824 2.414 -0.620  0.001
O1 0.420 2.093 -1.896  0.108
C5 0.136 2.635 -0.830  0.016
O2 0.499 2.094 0.303  0.013
H14 -0.413 3.579 -0.787  0.001
S1 0.413 -0.266 2.458  0.802
C6 -0.993 0.738 2.758  0.077
N4 -2.158 0.298 2.345  0.017
C7 -3.428 0.994 2.642  0.003
C8 -3.256 1.828 3.900  0.001
C9 -2.027 2.711 3.765  0.005
N5 -0.862 1.872 3.417  0.035
H15 -2.191 -0.556 1.789  0.002
H16 -4.191 0.232 2.772  0.001
H17 -3.708 1.609 1.787  0.000
H18 -3.145 1.173 4.766  0.000
H19 -4.138 2.445 4.053  0.000
H20 -1.801 3.231 4.692  0.000
H21 -2.168 3.455 2.980  0.002
H22 0.060 2.168 3.693  0.007
O3 -3.577 -3.650 -0.368  0.000
S2 -3.664 -2.241 -0.568  0.000
O4 -4.847 -1.517 -0.238  0.001
N6 -2.375 -1.532 0.227  0.010
C10 -1.521 -1.111 -0.619  0.016
O5 -0.396 -0.590 -0.148  0.212
C11 -1.838 -1.230 -2.058  0.008
C12 -1.124 -0.828 -3.173  0.003
C13 -1.682 -1.055 -4.427  0.001
C14 -2.926 -1.668 -4.550  -0.001
C15 -3.646 -2.066 -3.426  0.001
C16 -3.075 -1.834 -2.194  0.001
H23 -0.176 -0.306 -3.082  0.003
H24 -1.152 -0.743 -5.316  0.000
H25 -3.343 -1.835 -5.534  0.000
H26 -4.619 -2.531 -3.519  0.000